Entry 1:
67
Properties=species:S:1:pos:R:3:forces:R:3:mulliken_charge:R:1 method="wB97M-V/def2-TZVPD" total_charge=+2 spin_multiplicity=2 e_homo_ev="-13.980 / -13.914" s2=0.7554
Ru -0.033251 -0.941354 0.802574 0.226 -0.673 0.163 0.732
O 3.135909 -0.158042 3.328640 0.034 0.027 -0.025 -0.460
C 2.152330 0.135611 2.516213 0.047 -0.017 -0.055 0.604
O 1.895875 -0.586091 1.552314 -0.072 0.136 0.147 -0.269
C 1.574183 1.499456 2.840152 -0.021 -0.003 0.009 -1.036
O 0.317800 1.779941 2.295861 -0.065 -0.007 0.077 -0.275
C -0.799894 1.626165 3.172414 0.062 -0.012 0.002 -0.651
C -1.387836 0.229359 3.038349 -0.189 -0.006 0.003 0.557
O -2.587503 0.020201 3.136214 0.132 -0.038 -0.099 -0.711
O -0.482850 -0.683773 2.814800 -0.125 0.245 -0.580 -0.897
H 3.556824 -0.991240 3.059330 0.011 -0.007 0.014 0.432
H 2.291599 2.203525 2.401821 0.041 -0.001 0.041 0.401
H 1.605324 1.637773 3.922356 -0.005 -0.026 0.004 0.516
H -1.536832 2.380994 2.908773 -0.013 -0.029 0.000 0.349
H -0.500280 1.782482 4.212146 -0.042 0.025 0.019 0.510
N -2.011032 -1.539246 0.500998 0.011 -0.106 0.019 -0.082
N -2.470733 -2.349002 1.594712 -0.220 0.176 0.098 -0.557
C -1.554595 -3.219324 2.089588 0.248 -0.008 -0.010 0.539
N -1.939063 -3.968718 3.098881 -0.026 -0.039 0.011 -0.340
S 0.013486 -3.327772 1.417534 -0.140 0.024 0.149 -0.408
H -2.691701 -0.784064 0.420886 0.034 -0.021 0.002 -0.028
H -2.104017 -2.107348 -0.340373 -0.029 0.031 -0.049 0.390
H -2.908701 -1.741637 2.304752 0.069 -0.030 -0.040 0.399
H -2.892271 -3.963849 3.432684 -0.008 -0.004 -0.016 0.254
H -1.275374 -4.575168 3.553153 0.006 0.008 0.008 0.244
C -1.087877 1.865470 -3.739646 -0.003 -0.013 0.011 -1.533
C -0.744525 0.688414 -2.827119 0.017 0.002 -0.071 0.330
C -1.799585 -0.407694 -2.954698 -0.073 -0.045 0.034 -1.129
Sb -0.414775 1.218070 -0.755480 0.068 0.315 0.171 1.298
C 1.357495 2.444438 -0.663647 0.044 0.131 0.009 0.734
C 1.390996 3.602808 -1.656815 0.010 -0.022 -0.012 -1.511
C 2.622305 1.600777 -0.790195 -0.015 -0.079 0.016 -1.103
C -2.044074 2.509319 -0.157899 -0.017 0.019 0.005 0.781
C -2.350643 3.650285 -1.126377 -0.018 0.008 -0.004 -1.457
C -3.322956 1.717839 0.109904 -0.039 0.056 -0.116 -1.362
H -0.985975 1.539406 -4.777055 -0.003 0.002 0.002 0.472
H -0.441892 2.728820 -3.603541 0.032 0.031 0.019 0.311
H -2.118266 2.188237 -3.606690 -0.016 -0.009 0.006 0.338
H 0.225773 0.288260 -3.129497 -0.011 0.020 0.015 0.583
H -2.780857 -0.057553 -2.625347 -0.006 0.002 -0.005 0.235
H -1.538255 -1.313331 -2.403370 -0.064 0.056 -0.033 0.081
H -1.900933 -0.699996 -4.001915 -0.011 0.021 -0.017 0.478
H 1.285541 2.850600 0.349279 -0.032 -0.016 -0.065 0.126
H 1.512505 3.247311 -2.679713 -0.016 -0.009 -0.034 0.345
H 2.256992 4.230200 -1.434244 0.006 -0.005 0.001 0.470
H 0.512074 4.241346 -1.609739 0.013 -0.002 -0.005 0.283
H 2.706375 1.159080 -1.785172 0.007 0.001 -0.013 0.323
H 2.661148 0.790359 -0.062467 0.022 0.051 -0.117 -0.226
H 3.497724 2.237603 -0.642537 0.005 0.008 -0.014 0.498
H -1.661640 2.932763 0.774164 -0.031 -0.014 0.000 0.306
H -2.865386 3.285268 -2.013577 0.012 0.016 0.009 0.326
H -1.476801 4.211843 -1.446267 0.000 -0.008 0.016 0.239
H -3.027386 4.351390 -0.632845 0.009 0.005 0.007 0.467
H -3.684410 1.233983 -0.802683 0.021 -0.018 0.035 0.259
H -4.115160 2.400163 0.427298 0.012 -0.017 0.020 0.486
H -3.220984 0.980921 0.903361 0.037 -0.026 0.184 0.155
S 0.793271 -1.661500 -1.347936 0.031 -0.233 0.020 -0.088
C 2.039014 -2.822162 -1.012401 0.008 0.163 0.005 -0.224
N 1.883058 -4.105858 -1.195464 0.002 0.014 -0.061 -0.064
C 3.011783 -4.970399 -0.826444 -0.022 -0.007 -0.007 -0.585
C 4.243953 -4.075497 -0.905084 0.001 -0.012 0.001 -0.554
S 3.632159 -2.388442 -0.555385 0.041 -0.040 0.065 -0.022
H 0.979423 -4.473221 -1.464993 0.007 0.001 0.029 0.294
H 3.075290 -5.812867 -1.510951 0.004 0.003 -0.003 0.371
H 2.842419 -5.344357 0.185436 0.004 0.001 0.000 0.273
H 4.684900 -4.068503 -1.899929 0.002 0.004 0.001 0.358
H 5.000786 -4.352477 -0.177093 -0.003 0.004 0.005 0.425


Entry 2:
13
Properties=species:S:1:pos:R:3:forces:R:3:mulliken_charge:R:1 method="wB97M-V/def2-TZVPD" total_charge=0 smiles=C[C@]1(CCl)CO1 e_homo_ev=-10.343
C 0.518870 -0.835618 1.108441 -1.581 -0.094 0.332 -1.302
C 0.040831 -0.080963 -0.113237 0.550 0.484 0.384 1.031
C -0.097280 1.422209 0.080621 -0.072 -0.629 -0.338 -0.664
Cl -1.632428 1.876429 0.859380 -0.054 -0.066 0.040 -0.196
C -0.519791 -0.698671 -1.328793 0.057 0.409 -0.354 -0.574
O 0.876367 -0.412838 -1.212462 0.144 0.343 -0.628 -0.472
H 0.698867 -1.845589 0.799555 0.346 -0.606 -0.080 0.386
H 1.434666 -0.386784 1.484714 0.031 0.031 -0.002 0.294
H -0.239806 -0.896758 1.915157 0.416 0.326 -0.352 0.316
H -0.030813 1.920028 -0.875964 -0.103 0.131 -0.191 0.369
H 0.705836 1.759350 0.711380 0.255 0.264 0.278 0.302
H -1.026659 -0.054907 -2.096988 0.253 -0.767 0.959 0.238
H -0.728660 -1.765888 -1.331803 -0.241 0.174 -0.047 0.270